[1]
This record from the Open Molecules 2025 dataset describes a single C20H33N3O2 molecule. The level of theory is ωB97M-V/def2-TZVPD.

```
58
Properties=species:S:1:pos:R:3:forces:R:3:nbo_charge:R:1
O -2.163689 2.817143 -0.911216 -0.16 0.18 0.26 -0.638
C -1.289497 2.291333 -1.573793 0.03 -0.09 -0.37 0.664
N -1.197412 0.941272 -1.673180 0.13 -0.68 0.12 -0.454
H -0.348366 0.464302 -1.957034 -0.15 0.17 0.03 0.422
N -1.968529 0.138105 -0.814883 -0.19 0.44 -0.18 -0.484
C -1.246147 -0.816872 -0.101065 -0.30 0.40 -0.23 0.781
O -0.115168 -1.111876 -0.439682 0.37 -0.15 -0.06 -0.677
N -1.949777 -1.380584 0.905087 -0.27 -0.06 0.28 -0.635
H -2.915576 -1.112241 1.005352 0.02 0.00 -0.05 0.396
C -1.518590 -2.564025 1.650337 0.15 0.17 -0.18 0.156
C -0.210720 -2.266200 2.389493 0.06 -0.14 0.05 -0.419
C 0.208303 -3.494488 3.194943 0.20 0.05 0.16 -0.221
C -0.880225 -3.836535 4.211207 0.02 0.00 -0.04 -0.399
C -2.184401 -4.134903 3.473513 -0.19 -0.07 0.17 -0.217
C -2.607775 -2.907088 2.666352 0.10 -0.04 0.00 -0.408
H -3.547074 -3.113070 2.145833 -0.08 0.03 -0.05 0.204
H -2.766548 -2.058063 3.335795 -0.03 0.09 0.01 0.209
C -1.978921 -5.319724 2.530860 0.03 0.03 -0.02 -0.399
C -0.888428 -4.976821 1.516787 0.01 -0.24 -0.15 -0.220
C -1.309964 -3.752650 0.706131 0.06 -0.07 0.07 -0.421
H -2.237225 -3.956731 0.164591 -0.06 0.02 -0.03 0.204
H -0.539785 -3.496588 -0.021869 -0.02 0.01 -0.04 0.234
C 0.417819 -4.676484 2.249901 -0.03 0.02 0.01 -0.400
H 0.737237 -5.554229 2.816097 0.05 -0.05 0.01 0.204
H 1.200153 -4.437363 1.527326 0.08 -0.02 -0.03 0.210
H -0.741228 -5.824126 0.838227 -0.01 0.06 0.03 0.213
H -2.912263 -5.549713 2.011743 -0.05 -0.05 -0.02 0.204
H -1.689298 -6.202570 3.104591 -0.02 -0.07 0.03 0.207
H -2.969637 -4.375513 4.199146 0.05 0.04 -0.06 0.213
H -0.580958 -4.706626 4.799340 0.00 -0.03 0.07 0.206
H -1.024096 -3.000639 4.899540 0.01 0.02 0.07 0.204
H 1.143808 -3.276482 3.721282 -0.05 0.00 -0.04 0.213
H -0.355162 -1.408964 3.051145 -0.04 0.06 0.01 0.206
H 0.558022 -2.008511 1.661279 0.00 0.04 0.02 0.239
H -2.648484 0.723607 -0.335975 0.17 -0.08 -0.03 0.410
C -0.254039 3.030545 -2.388863 0.06 0.08 0.34 -0.490
C 1.060653 3.098532 -1.601428 0.11 0.03 -0.38 -0.379
H 0.900194 3.681342 -0.691881 0.02 -0.02 0.09 0.210
H 1.346449 2.087297 -1.298751 0.01 -0.01 0.08 0.204
C 2.215695 3.710448 -2.401154 -0.12 0.08 0.54 -0.212
C 2.000518 5.199163 -2.677763 0.07 -0.20 -0.39 -0.400
C 3.173976 5.785468 -3.458249 -0.02 0.20 0.26 -0.393
C 4.480633 5.586202 -2.698040 0.04 -0.15 -0.30 -0.396
C 4.706363 4.103505 -2.423134 0.02 0.16 0.31 -0.394
C 3.532143 3.520644 -1.642891 0.05 -0.13 -0.41 -0.393
H 3.702847 2.457099 -1.461159 -0.04 -0.03 0.09 0.207
H 3.460457 4.017085 -0.672254 -0.03 0.00 0.12 0.195
H 5.630519 3.964082 -1.858317 0.05 -0.06 -0.06 0.207
H 4.811042 3.571545 -3.371765 0.06 -0.05 -0.05 0.192
H 5.314587 5.990955 -3.275251 0.03 0.07 0.06 0.206
H 4.434965 6.127479 -1.750258 0.04 0.07 0.06 0.192
H 3.003630 6.849598 -3.634883 -0.01 0.00 -0.10 0.207
H 3.243512 5.292718 -4.431117 0.00 0.02 -0.09 0.192
H 1.081455 5.347307 -3.246818 -0.09 0.06 0.06 0.205
H 1.896715 5.728208 -1.727534 -0.07 0.03 0.10 0.196
H 2.290866 3.184888 -3.360510 0.01 -0.03 -0.05 0.190
H -0.630460 4.033879 -2.583157 -0.08 -0.09 -0.05 0.233
H -0.094273 2.514678 -3.336658 0.00 0.02 -0.06 0.215
```
Forces are in eV/Å.

Results
Highest occupied orbital energy ... -8.81 eV
Energy above the lowest of the compared OMol25 structures with the same formula, charge and spin ... 0.0 kcal per mole
SMILES string ... O=C(CCC1CCCCC1)NNC(=O)N[C@]12C[C@H]3C[C@H](C[C@H](C3)C1)C2
Charge ... 0

---

[2]
This record from the Open Molecules 2025 dataset describes a single C3BrF4N molecule at a distorted geometry. The level of theory is ωB97M-V/def2-TZVPD.

```
9
Properties=species:S:1:pos:R:3:forces:R:3:nbo_charge:R:1
C 0.114097 -1.429051 0.101035 0.96 4.35 -1.69 0.205
C 0.537925 -0.036893 -0.445003 1.29 -2.01 0.39 0.180
C -0.233929 1.121525 0.127260 -1.03 1.62 2.86 0.924
N 0.090157 -2.505665 0.436759 -0.45 -2.36 0.82 -0.224
F 0.379349 0.018863 -1.793426 0.13 -0.28 0.65 -0.289
F 0.096130 1.490046 1.462733 -0.01 -0.89 -2.69 -0.328
F -1.489346 0.725405 0.199348 -0.99 -0.12 -0.09 -0.296
F -0.191461 2.212821 -0.624276 0.59 -0.39 0.22 -0.281
Br 2.429181 0.120193 0.076239 -0.49 0.07 -0.47 0.108
```
Forces are in eV/Å.

Results
Highest occupied orbital energy ... -11.74 eV
Energy above the lowest of the compared OMol25 structures with the same formula, charge and spin ... 0.0 kcal per mole
SMILES string ... N#C[C@](F)(Br)C(F)(F)F
Charge ... 0

---

[3]
This record from the Open Molecules 2025 dataset describes 2 unconnected molecules or ions with the total composition CH2O5P2 at a distorted geometry. The level of theory is ωB97M-V/def2-TZVPD.

```
10
Properties=species:S:1:pos:R:3:forces:R:3:nbo_charge:R:1
C -4.082043 -0.970670 0.199502 0.95 0.95 0.01 0.892
O -3.679836 -1.921153 0.767056 0.45 -0.88 0.55 -0.654
O -1.450537 0.856261 -1.280834 0.28 -0.58 -0.51 -1.236
O -4.933484 -0.404982 -0.383171 -0.96 0.44 -0.57 -0.644
O -2.712589 2.328639 0.301723 -0.44 0.54 0.75 -1.226
O -0.694498 0.785037 1.309006 -1.94 0.53 0.49 -1.166
P 0.749641 0.527198 0.830967 1.36 -0.27 -0.18 0.587
P -2.200037 0.948974 0.022653 -0.25 -0.48 -0.12 1.664
H 0.624043 0.679891 -0.560121 0.33 0.24 -0.50 -0.056
H 0.782665 -0.885377 0.611499 0.21 -0.49 0.07 -0.160
```
Forces are in eV/Å.

Results
Highest occupied orbital energy ... 0.94 eV
Energy above the lowest of the compared OMol25 structures with the same formula, charge and spin ... 67.6 kcal per mole
Charge ... -2

---

Question: Which of these has the lowest highest occupied orbital energy?
Answer: C3BrF4N

---

Question: Number 1 is which compound?
Answer: C20H33N3O2

---

Question: Number 1 is which compound?
Answer: C20H33N3O2